{
  "formula": "C3H4OS",
  "method": "ωB97M-V/def2-TZVPD",
  "mol_weight_g_mol": 88.1,
  "e_homo_ha": [-0.3022, -0.3282],
  "e_tot_ev": -16053.9238,
  "lumo_energy_ev": [-0.969, -0.696],
  "e_above_lowest_ev": 4.186,
  "fmax_ha_per_bohr": 0.0975,
  "elements": ["C", "C", "C", "O", "S", "H", "H", "H", "H"],
  "positions_angstrom": [[-0.56337, 1.35126, -1.15941], [-0.69122, 0.41214, -0.34583], [0.18306, -0.50926, 0.42055], [-2.56065, 1.11747, 1.38706], [-2.58619, 0.38966, 0.07226], [-1.08218, 2.23407, -1.73407], [0.07046, -0.42146, 1.46512], [1.19106, -0.41680, 0.32578], [0.02770, -1.54959, 0.26404]]
}


{
  "formula": "C4H16O6Rb",
  "method": "ωB97M-V/def2-TZVPD",
  "mol_weight_g_mol": 245.6,
  "e_homo_ha": -0.4505,
  "total_charge": 1,
  "e_tot_ev": -17340.9725,
  "lumo_energy_ev": -3.575,
  "fmax_ha_per_bohr": 0.0407,
  "elements": ["Rb", "O", "H", "H", "O", "H", "H", "C", "C", "O", "O", "H", "H", "H", "H", "H", "H", "C", "C", "O", "O", "H", "H", "H", "H", "H", "H"],
  "positions_angstrom": [[-21.12701, 6.13813, 12.11540], [-21.02446, 9.92304, 10.72369], [-20.33768, 10.43497, 10.29650], [-21.11168, 10.31603, 11.59214], [-20.05383, 4.01121, 15.37417], [-19.88836, 3.20442, 14.88638], [-19.88744, 3.77787, 16.28747], [-24.92265, 8.66458, 14.32467], [-25.35417, 8.55964, 12.89968], [-26.18428, 7.40449, 12.68587], [-23.84973, 7.83082, 14.56608], [-25.76975, 8.41274, 14.96271], [-24.61783, 9.69012, 14.53311], [-24.43145, 8.53152, 12.32010], [-26.02014, 9.36553, 12.59128], [-26.52522, 7.44567, 11.78939], [-23.71783, 7.70103, 15.50808], [-24.75188, 2.92745, 14.55425], [-25.94369, 2.18966, 13.83344], [-25.74603, 0.80467, 13.48660], [-23.71785, 2.99307, 13.63311], [-24.46093, 2.38923, 15.45633], [-24.93277, 3.92381, 14.95752], [-26.36104, 2.66757, 12.94715], [-26.84259, 2.04400, 14.43248], [-26.08038, 0.25154, 14.19643], [-22.92160, 2.76442, 14.11819]]
}


What is the formula in the second record?
C4H16O6Rb